Density functional theory data (the ωB97M-V functional and the def2-TZVPD basis) for a molecular structure, C44H57BHfIN9OS5 in a non-equilibrium geometry.

Results
Spin multiplicity = 1
E = -126240.408 eV
HOMO energy = -16.4 eV
Relative energy (zero: lowest compared OMol25 entry of this formula, charge and spin) = 39.47 kcal per mole
Total charge = +4
LUMO = -11.6 eV
Kohn-Sham gap = 4.816 eV
Maximum force = 0.039 hartree/bohr

Each line ends with the Mulliken charge.
Atoms and positions in Å:
1 H -3.8679 4.5523 -1.6001  0.620
2 H 2.0344 -3.2964 -3.0142  0.101
3 H 1.7783 4.6660 4.2845  0.669
4 H -2.0055 4.4523 -3.2281  0.472
5 N 2.1207 -1.7559 0.6072  0.668
6 H -7.1517 2.5174 1.3102  0.497
7 C -3.1537 0.1332 4.5659  -0.177
8 H 3.4489 1.7639 3.2248  0.361
9 C 4.3162 -2.9729 1.8284  -0.528
10 S 1.0453 0.2233 2.3714  -0.304
11 C -1.2431 -0.3088 -3.1973  -0.921
12 H 0.5416 1.3761 -8.7466  0.417
13 H 3.4352 2.9160 4.5696  0.455
14 H 2.9152 -3.8012 -1.5503  0.225
15 H 5.1641 -3.4566 2.2909  0.516
16 H -6.2492 4.7116 2.1524  0.509
17 H -0.0121 7.7376 4.1349  0.405
18 C -0.9057 0.0808 -7.8116  0.595
19 H -2.5943 5.0542 3.8431  0.135
20 H -2.2876 6.6972 4.4193  0.475
21 H -4.7428 5.3691 1.5398  0.381
22 C -1.1565 -0.2887 -4.5693  -0.969
23 I -0.0280 -3.0835 2.1680  0.387
24 H -0.6427 4.7479 -2.1587  0.338
25 H -5.7976 5.2893 -0.7038  0.416
26 C -4.8441 0.9520 6.1638  -1.572
27 H -5.2165 1.6517 5.4187  0.297
28 H -1.5167 -4.7232 -2.4455  0.380
29 H 1.3254 6.8165 3.4745  0.513
30 H -0.1279 6.5212 1.3957  0.382
31 H -3.5426 -3.3938 1.9589  0.330
32 C -1.8537 5.7102 4.2923  -1.383
33 H -7.2307 4.4352 -0.1830  0.428
34 C 2.1272 -4.0615 -2.2509  -0.660
35 H -1.5902 5.3272 5.2751  0.386
36 C -0.6088 5.8174 3.3949  2.089
37 C -3.3637 3.8006 -1.0140  -0.358
38 C -6.2094 4.2991 -0.5262  -2.114
39 C -4.3055 -2.6698 2.2544  -1.704
40 S 0.5538 -4.2735 -1.3454  0.370
41 H -0.1731 -5.5813 -3.1995  0.467
42 N -3.3978 2.3211 0.8251  -0.598
43 H -1.4634 7.3661 2.1712  0.470
44 C 4.4932 -2.0092 0.8423  -0.966
45 C 1.1464 -0.8884 -4.3253  -1.060
46 C -1.3384 3.9864 -2.5100  -1.814
47 C -1.4522 2.4768 -0.5110  1.634
48 C -3.6596 -1.4449 2.7894  -0.029
49 C -2.8627 -0.3841 6.9601  -1.705
50 N -2.6979 1.2595 -9.4755  -0.477
51 C 1.5674 2.6753 3.5663  0.339
52 C 1.1469 3.9744 3.7473  -0.400
53 C 3.0231 -3.3059 2.2174  -0.613
54 C -5.4223 3.5487 0.5459  2.141
55 N -0.2053 -0.5678 -2.3738  0.756
56 H 0.6513 6.4162 5.0684  0.451
57 S 0.1628 1.9104 -0.7031  -0.401
58 H -4.9815 1.3972 7.1449  0.475
59 H -5.6251 1.7292 1.7192  0.115
60 O 0.1474 -2.8214 -0.9572  -0.280
61 C -3.8295 -1.0195 4.0912  -0.485
62 H -2.9388 2.7315 5.4398  0.379
63 C -2.2326 -0.3186 -7.7831  -0.188
64 C 0.9845 -0.8271 -2.9705  -0.662
65 H -5.4439 0.0484 6.1260  0.406
66 C -4.0268 3.2036 0.0917  -0.344
67 C -2.5700 1.9779 6.1316  -1.943
68 H -4.9528 -3.1232 2.9990  0.482
69 H 2.6961 1.3204 4.7453  0.374
70 H -4.7190 3.9337 2.5733  0.127
71 S -2.5550 -1.0400 0.2946  -0.467
72 C 2.8620 2.1495 4.0584  -1.819
73 H 5.4836 -1.7086 0.5387  0.566
74 H -2.0301 -0.0314 -5.1448  0.547
75 H -6.2813 1.6061 0.0829  0.374
76 C 1.9798 -2.6653 1.5809  0.138
77 H 1.8252 -1.0025 -2.2992  0.506
78 C -5.2632 4.4477 1.7854  -1.437
79 C -2.0793 3.4281 -1.3537  0.035
80 C -1.4466 1.6397 -9.5295  -0.438
81 C 0.0649 -0.6022 -5.1927  0.981
82 H -3.0826 -0.0384 7.9651  0.464
83 N -0.4819 2.3200 2.3978  0.872
84 H -4.8990 -2.4391 1.3705  0.405
85 H -3.3633 -1.3385 6.8207  0.397
86 C -1.0044 6.3923 2.0275  -1.477
87 H -2.7008 2.3439 7.1452  0.515
88 C -6.1628 2.2636 0.9407  -1.522
89 C -0.4875 -4.6314 -2.7769  -0.900
90 H -0.7420 3.2144 -2.9927  0.335
91 H -1.7889 -0.5347 6.8774  0.378
92 B -1.4446 1.4164 1.7218  -1.704
93 C -0.4897 1.0687 -8.6942  -0.391
94 C -3.3472 0.6724 5.9557  2.042
95 H -4.4669 -1.5766 4.7584  0.598
96 H 3.4733 -0.6454 -0.4820  0.592
97 N -2.1853 0.4191 2.5014  0.931
98 N -2.3304 0.7763 3.7807  -0.467
99 C 0.4120 6.7404 4.0590  -2.231
100 C 0.6941 1.8361 2.8336  0.748
101 H -2.1974 -0.1133 -2.7187  0.583
102 C 3.3785 -1.4246 0.2673  -0.640
103 C -0.0906 4.4137 3.2091  -0.260
104 H -1.1935 2.4085 -10.2478  0.384
105 H -1.5086 1.8311 5.9508  0.276
106 H -6.2427 3.7423 -1.4604  0.481
107 C -3.1095 0.3274 -8.6538  -0.438
108 S 0.4209 -0.7007 -6.8753  -0.187
109 H -0.4013 -3.8415 -3.5150  0.226
110 Hf 0.0033 -0.7571 -0.0864  1.156
111 H 2.1091 -1.1263 -4.7455  0.601
112 H 2.8331 -4.0296 2.9966  0.574
113 N -2.1333 2.0178 0.5593  0.975
114 N -0.8601 3.5838 2.5435  -0.702
115 H -2.5803 -1.1177 -7.1503  0.530
116 C -2.8061 -0.6662 1.9674  1.077
117 H -4.1604 0.0749 -8.6907  0.370
118 H 2.3849 -5.0101 -2.7134  0.512
119 H -1.7125 5.7393 1.5226  0.141

Atoms 1-6, force components in eV/Å:
-0.12 0.04 -0.10
-0.24 0.02 -0.04
0.01 0.06 0.02
-0.05 0.00 -0.06
-0.35 0.00 0.33
-0.10 0.02 0.04



Density functional theory data (the ωB97M-V functional and the def2-TZVPD basis) for 2 unconnected molecules or ions with the total composition CH2ClNO2 in a non-equilibrium geometry.

Results
Spin multiplicity = 1
E = -19171.313 eV
HOMO energy (spin up / spin down) = -10.0 / -8.8 eV
Relative energy (zero: lowest compared OMol25 entry of this formula, charge and spin) = 117.76 kcal per mole
Total charge = 0
LUMO (spin up / spin down) = -0.2 / -1.2 eV
Kohn-Sham gap (spin up / spin down) = 9.780 / 7.603 eV
Maximum force = 0.043 hartree/bohr

Each line ends with the Mulliken charge.
Atoms and positions in Å:
1 H -0.3406 -1.7890 -0.6104  0.339
2 N 0.5769 0.7118 1.2065  0.747
3 H 0.5141 -0.2532 -1.5500  0.280
4 Cl -1.7383 0.2656 -1.2456  -0.091
5 O 1.5436 0.2284 1.7077  -0.424
6 O -0.1966 1.5587 1.4598  -0.380
7 C -0.3592 -0.7223 -0.9680  -0.472

Atoms 1-6, force components in eV/Å:
-0.52 1.50 -0.44
0.24 -1.27 -1.09
-1.25 -1.31 1.20
0.10 -0.89 0.39
-0.28 0.53 0.31
-0.06 0.54 0.59



Question: What is the maximum force in the second record?
Answer: 0.043 hartree/bohr



Question: What is the formula in the first record?
Answer: C44H57BHfIN9OS5



Question: The highest relative energy (zero: lowest compared OMol25 entry of this formula, charge and spin) belongs to which entry?
Answer: CH2ClNO2